Record 1
14
Properties=species:S:1:pos:R:3:forces:R:3 method="wB97M-V/def2-TZVPD" charge=0 e_homo_ev=-8.35 fmax_ev_per_a=1.5 spin_multiplicity=1 relative_energy_kj_mol=501.4 mol_weight_g_mol=84.12
C 2.62644 0.35402 -0.45839 0.16 -0.01 -0.07
C 1.25697 0.37021 -0.02030 -0.45 0.35 0.57
C 0.07684 0.40779 0.36812 0.77 0.34 -0.21
C -0.86977 -0.50009 -0.38627 -1.41 -0.03 0.51
C -2.26417 -0.31586 0.56456 0.78 -0.38 -0.82
O -2.18382 0.74557 1.35871 1.46 0.28 -0.12
H 3.19380 1.04099 0.17862 0.00 -0.05 0.00
H 3.05635 -0.64446 -0.35471 0.05 0.10 -0.04
H 2.70994 0.71017 -1.48690 0.06 -0.06 0.04
H -1.02787 -0.13583 -1.41209 0.03 -0.10 0.38
H -0.56767 -1.55757 -0.39474 0.00 0.44 -0.05
H -3.04957 -0.22615 -0.20481 -0.05 -0.18 0.17
H -2.28990 -1.30413 1.06772 -0.35 0.29 0.07
H -0.66756 1.05534 1.18047 -1.06 -0.99 -0.45

Record 2
14
Properties=species:S:1:pos:R:3:forces:R:3 method="wB97M-V/def2-TZVPD" charge=0 e_homo_ev=-9.00 fmax_ev_per_a=0.4 spin_multiplicity=1 smiles="C1CC2=C1C2.O" relative_energy_kj_mol=496.7 mol_weight_g_mol=84.12
O 1.15235 -0.41849 2.48108 0.10 -0.10 -0.06
C -0.56357 -0.70857 -0.11137 0.06 -0.02 -0.05
C -0.18596 -1.26819 -1.44689 -0.04 -0.23 -0.28
C 0.58412 -0.26042 -0.66010 -0.06 -0.06 0.01
C 0.23913 1.21950 -0.41722 0.02 0.22 0.01
C -1.06675 0.71025 0.21800 -0.12 0.15 0.10
H 0.58350 -1.04762 2.01840 0.03 0.11 0.08
H 0.20818 -2.28055 -1.44673 -0.08 0.20 0.02
H -0.72595 -1.00128 -2.36165 0.08 -0.02 0.14
H 1.90062 -0.33178 1.87739 -0.07 0.02 0.12
H 0.93681 1.74849 0.23478 -0.10 -0.09 -0.12
H 0.11627 1.77539 -1.35206 0.03 -0.09 0.13
H -1.19402 0.89442 1.28588 -0.01 -0.04 -0.17
H -1.98473 0.96886 -0.31950 0.15 -0.05 0.08

Record 3
14
Properties=species:S:1:pos:R:3:forces:R:3 method="wB97M-V/def2-TZVPD" charge=0 e_homo_ev=-9.27 fmax_ev_per_a=0.3 spin_multiplicity=1 smiles="C[C@@H]1C=CCO1" relative_energy_kj_mol=109.4 mol_weight_g_mol=84.12
C 1.58341 -0.39302 0.32465 0.10 -0.06 0.04
C 0.66055 0.54981 -0.44650 0.18 0.08 0.14
O -0.11232 -0.20374 -1.37412 0.02 -0.07 -0.06
C -1.24494 -0.67019 -0.66607 -0.27 -0.10 0.06
C -1.48079 0.38526 0.39051 0.10 0.02 0.04
C -0.37349 1.10711 0.50931 -0.12 -0.10 0.00
H 0.95293 -1.16778 0.77627 0.21 0.09 0.02
H 2.30693 -0.88418 -0.33138 -0.04 0.16 0.05
H 2.10752 0.12601 1.13334 0.00 -0.04 -0.14
H 1.20851 1.30728 -1.01981 -0.04 -0.13 0.17
H -2.05660 -0.83695 -1.37843 0.03 0.12 0.10
H -1.02356 -1.63205 -0.16841 -0.15 0.07 -0.14
H -2.37523 0.44372 1.00035 0.11 0.03 -0.10
H -0.15292 1.86873 1.25029 -0.12 -0.05 -0.17

Record 4
14
Properties=species:S:1:pos:R:3:forces:R:3 method="wB97M-V/def2-TZVPD" charge=0 e_homo_ev=-8.74 fmax_ev_per_a=0.4 spin_multiplicity=1 smiles="C=CC/C=C/O" relative_energy_kj_mol=147.1 mol_weight_g_mol=84.12
O 1.77172 -1.68826 -1.55865 -0.11 -0.26 -0.06
C 1.01467 -0.88422 -0.76531 -0.24 0.19 0.26
C -0.24582 2.12983 0.25503 -0.03 -0.12 0.11
C -0.25005 1.02507 0.99447 0.02 0.16 -0.11
C -0.98569 -0.23403 0.61597 -0.05 0.05 0.01
C -0.14495 -1.19991 -0.19004 0.18 0.02 -0.14
H 1.29209 -2.51395 -1.70668 0.13 0.05 0.01
H 1.47824 0.08974 -0.64535 -0.09 -0.13 -0.02
H -0.81148 2.18574 -0.67353 0.04 0.00 0.14
H 0.32819 3.00752 0.53746 -0.09 -0.11 0.00
H 0.34394 0.98975 1.90778 -0.06 -0.01 -0.14
H -1.88495 0.02693 0.03992 0.14 -0.02 0.07
H -1.34502 -0.73557 1.52436 0.07 0.06 -0.14
H -0.56089 -2.19865 -0.33541 0.08 0.12 -0.01

Record 5
14
Properties=species:S:1:pos:R:3:forces:R:3 method="wB97M-V/def2-TZVPD" charge=0 e_homo_ev=-9.55 fmax_ev_per_a=0.8 spin_multiplicity=1 smiles="CC#CC.C=O" relative_energy_kj_mol=264.3 mol_weight_g_mol=84.12
C 1.19650 -1.47881 1.07472 0.09 -0.13 0.11
C 0.68157 -0.57186 0.05672 0.33 0.18 -0.58
C 0.39612 0.16862 -0.84849 -0.16 -0.27 0.77
C 0.05864 1.11956 -1.89276 0.26 -0.11 -0.20
O -2.09435 1.31055 0.32019 0.14 -0.39 0.46
C -1.58577 0.46677 1.02058 -0.50 0.41 -0.06
H 1.65609 -0.92914 1.90205 -0.07 -0.04 -0.11
H 1.96410 -2.11058 0.62228 -0.03 -0.04 0.14
H 0.42183 -2.12971 1.48846 0.01 0.07 -0.06
H 0.89828 1.02349 -2.57772 -0.09 0.41 -0.47
H -0.86540 0.86962 -2.42179 0.13 -0.01 0.18
H -0.00077 2.15010 -1.52564 -0.01 -0.28 0.01
H -1.86602 -0.60245 0.96155 -0.02 0.13 -0.09
H -0.86084 0.71383 1.81985 -0.08 0.08 -0.12

Record 6
14
Properties=species:S:1:pos:R:3:forces:R:3 method="wB97M-V/def2-TZVPD" charge=0 e_homo_ev=-9.63 fmax_ev_per_a=5.8 spin_multiplicity=1 smiles="C=C[C@@H](C)C=O" relative_energy_kj_mol=228.8 mol_weight_g_mol=84.12
C 1.30662 -0.59601 -0.46461 0.42 1.58 0.67
C -0.19515 -0.50502 -0.08604 1.82 -1.76 0.97
C -0.87444 0.78443 -0.09114 -0.43 0.26 0.83
C -0.33491 1.97120 -0.27249 -1.50 2.22 -2.43
C -0.52688 -1.29771 1.23703 -3.99 -0.55 -1.54
H 1.39843 -0.33234 -1.58059 0.22 -0.13 1.83
H 1.56685 -1.66332 -0.34685 0.34 0.60 -0.02
H 1.95474 0.09938 0.24960 -1.02 -1.54 -1.77
H -0.58420 -1.06510 -0.89856 -1.29 -0.79 -0.51
H -1.93285 0.68702 0.12920 -0.12 0.19 -0.28
H 0.70456 2.13726 -0.57601 -0.32 -0.14 0.41
H -1.09808 2.80167 -0.62720 1.81 -1.33 1.46
H 0.28100 -1.13626 2.03329 -1.29 -0.80 -0.32
O -1.66570 -1.88520 1.29436 5.35 2.20 0.69

Record 7
14
Properties=species:S:1:pos:R:3:forces:R:3 method="wB97M-V/def2-TZVPD" charge=0 e_homo_ev=-9.39 fmax_ev_per_a=3.2 spin_multiplicity=1 smiles="CC(=O)C1CC1" relative_energy_kj_mol=302.8 mol_weight_g_mol=84.12
C -1.60163 -0.19342 0.77890 -0.75 1.11 -0.23
C -0.73369 0.92864 -0.04769 -0.04 -0.75 1.30
O -0.74270 2.11116 0.19486 -0.33 -1.04 -0.21
C 0.26707 0.15156 -0.84876 -1.00 0.33 0.12
C 1.72928 0.29873 -0.88040 -0.11 -0.70 0.92
C 0.81427 -0.71101 0.20324 2.99 -0.23 -1.15
H -2.13793 -0.83976 0.06994 -0.05 0.41 0.00
H -1.22725 -0.91703 1.55160 0.57 1.06 -0.90
H -2.27867 0.43925 1.32265 -0.88 0.05 0.16
H -0.10466 -0.41695 -1.69891 -0.28 0.16 0.14
H 2.23627 1.01259 -0.23851 -0.39 0.18 -0.15
H 2.25913 0.17795 -1.85209 -0.43 -0.79 1.03
H 0.59625 -1.78225 0.25107 0.69 0.29 -0.52
H 0.92426 -0.25945 1.19410 0.01 -0.07 -0.53

Record 8
14
Properties=species:S:1:pos:R:3:forces:R:3 method="wB97M-V/def2-TZVPD" charge=0 e_homo_ev=-9.67 fmax_ev_per_a=1.4 spin_multiplicity=1 smiles="C=CC[C@@H]1CO1" relative_energy_kj_mol=325.5 mol_weight_g_mol=84.12
C -1.52939 -0.59113 -0.22591 -0.30 0.38 0.10
C -1.03388 0.63860 -0.36222 -0.48 -0.08 0.15
C 0.03026 1.19631 0.58407 0.17 -0.14 -0.06
C 1.15673 0.41076 -0.13711 0.47 -0.21 -0.01
C 1.17890 -0.99945 0.18190 -0.44 -0.37 -0.03
O 2.40871 -0.33453 0.17637 0.01 1.26 0.64
H -1.31956 -1.18480 0.66538 -0.15 0.17 -0.20
H -2.11162 -1.07822 -1.00192 -0.09 0.22 0.11
H 0.85564 -1.74138 -0.54617 0.79 -0.13 -0.15
H -1.18314 1.17932 -1.29810 -0.13 -0.02 0.26
H -0.16773 0.88369 1.61750 0.25 -0.05 -0.29
H 0.07020 2.29414 0.55783 0.24 -0.36 -0.13
H 1.25507 0.77690 -1.15593 -0.18 -0.49 -0.12
H 0.87193 -1.22385 1.20800 -0.19 -0.18 -0.25

Record 9
14
Properties=species:S:1:pos:R:3:forces:R:3 method="wB97M-V/def2-TZVPD" charge=0 e_homo_ev=-8.69 fmax_ev_per_a=3.1 spin_multiplicity=1 smiles="CC1=CC1.C=O" relative_energy_kj_mol=428.4 mol_weight_g_mol=84.12
C 0.83506 0.20170 -1.48820 2.78 -1.02 -0.22
C 0.75995 -0.26211 -0.06610 -0.60 -1.27 -0.75
C 0.28083 -1.11429 -0.95290 1.73 2.15 1.33
C 1.13857 0.07257 1.33460 -1.44 -2.08 1.81
C -2.13692 0.43724 0.25080 -1.50 1.08 -1.52
O -1.58697 0.01831 1.20303 -0.34 -0.66 1.57
H 0.12265 0.85049 -1.92135 -0.51 1.18 -0.32
H -0.12769 -2.05164 -1.20324 -0.24 -0.78 -0.18
H 1.81501 -0.71603 1.76959 -0.13 0.83 -0.77
H 0.19016 -0.11526 2.04277 2.34 1.07 -1.65
H 1.59483 1.05093 1.41249 -0.13 0.12 0.24
H -3.21248 0.77841 0.25922 0.53 -0.22 0.10
H 1.93313 0.30231 -1.93260 -2.35 -0.36 0.50
H -1.60613 0.54735 -0.70811 -0.13 -0.05 -0.13

Record 10
14
Properties=species:S:1:pos:R:3:forces:R:3 method="wB97M-V/def2-TZVPD" charge=0 e_homo_ev=-8.98 fmax_ev_per_a=3.0 spin_multiplicity=1 relative_energy_kj_mol=572.1 mol_weight_g_mol=84.12
C -2.23704 0.79365 -0.38762 0.13 -0.19 0.35
C -1.20197 -0.25346 -0.83476 0.53 -0.77 0.92
C 0.12406 0.17420 -1.04393 0.76 0.15 -0.06
C 1.31505 0.17309 -0.79323 -0.53 0.25 -0.31
C 2.18246 -0.56693 0.10795 -0.72 -0.92 -0.01
O 2.92383 0.15642 1.03624 -0.73 0.53 0.83
H -2.12218 1.73615 -0.94894 0.18 -0.45 0.08
H -3.26872 0.46014 -0.54560 0.31 -0.14 0.11
H -2.10266 1.03088 0.66982 -0.07 0.03 -0.12
H -0.45569 -1.28590 0.39404 -1.88 1.39 -1.86
H -1.59901 -0.89952 -1.63456 0.35 -0.12 0.66
H 2.93283 -1.18202 -0.41076 -0.60 -0.14 0.18
H 1.26647 -1.27488 0.58362 1.73 0.84 -0.36
H 2.31814 0.76269 1.51241 0.54 -0.46 -0.41